No. 1
A structure of composition C32H54N8S4SeY, computed with ωB97M-V/def2-TZVPD.

Structure (ORCA input):
```
! wB97M-V def2-TZVPD RIJCOSX def2/J DEFGRID3
* xyz 3 1
Y -0.2137 -1.4218 -0.0347
C -0.3123 -0.2996 3.1488
C -1.4894 -1.2406 3.1354
N -2.0458 -1.3556 1.7642
C -2.8763 -2.5729 1.6937
C -1.9671 -3.7741 1.6269
C -2.3681 -5.0046 2.1075
C -1.4670 -6.0608 2.0876
C -0.1803 -5.8337 1.6370
C 0.1551 -4.5694 1.1731
C 1.5579 -4.2842 0.7170
N 1.8500 -2.8383 0.5711
C 2.5772 -2.2601 1.7290
C 1.6082 -1.8073 2.7980
N 0.7325 -0.7723 2.2160
N -0.7292 -3.5650 1.1219
H 0.0824 -0.1873 4.1638
H -0.6395 0.6805 2.8045
H -2.2586 -0.9078 3.8374
H -1.1872 -2.2383 3.4583
H -2.6490 -0.5499 1.6085
H -3.5238 -2.5197 0.8189
H -3.5266 -2.6611 2.5700
H -3.3639 -5.1282 2.5099
H -1.7550 -7.0359 2.4554
H 0.5652 -6.6163 1.6616
H 1.7174 -4.7673 -0.2497
H 2.2633 -4.7472 1.4135
H 2.4750 -2.7678 -0.2194
H 3.1376 -1.3930 1.3635
H 3.3072 -2.9691 2.1283
H 2.1487 -1.4293 3.6714
H 0.9888 -2.6374 3.1408
H 1.3139 0.0382 1.9973
C 0.3583 -3.0417 -4.0439
C 0.1662 -1.6048 -4.5106
S -0.5099 -0.4896 -3.2495
C 0.6018 0.9139 -3.3666
C 2.0555 0.6500 -2.9918
S 2.3503 -0.2074 -1.4116
C 3.4572 -1.5251 -1.9746
C 2.8626 -2.5650 -2.9245
S 1.2321 -3.2511 -2.4752
H -0.6024 -3.5410 -3.9148
H 0.8937 -3.6066 -4.8092
H 1.1009 -1.1856 -4.8816
H -0.5183 -1.6114 -5.3601
H 0.5716 1.3380 -4.3721
H 0.1323 1.6483 -2.7116
H 2.5363 0.0489 -3.7622
H 2.6056 1.5932 -2.9683
H 4.3205 -1.0634 -2.4586
H 3.8820 -1.9787 -1.0769
H 2.7581 -2.1326 -3.9179
H 3.5699 -3.3885 -3.0295
C -1.0869 3.6173 4.3949
C 0.1761 4.4569 4.5294
C 0.8654 4.8246 3.2169
C 1.6482 3.7058 2.5373
N 0.7711 2.7894 1.7830
C 0.7077 2.4553 0.5015
S -0.6106 1.3933 0.0235
N 1.5104 2.8908 -0.4557
C 2.5101 3.9753 -0.4993
C 1.9018 5.3711 -0.3983
C 1.2551 5.8832 -1.6830
C 0.0166 5.1221 -2.1362
H -1.5784 3.4912 5.3578
H -0.8868 2.6013 4.0328
H -1.8057 4.0780 3.7154
H 0.8907 3.9541 5.1875
H -0.0805 5.3855 5.0405
H 1.5756 5.6314 3.4090
H 0.1390 5.2305 2.5061
H 2.1882 3.1041 3.2734
H 2.3877 4.1130 1.8585
H -0.0452 2.4832 2.2928
H 1.2378 2.5386 -1.3552
H 3.0036 3.8536 -1.4659
H 3.2769 3.7808 0.2499
H 2.7023 6.0519 -0.1011
H 1.1710 5.3915 0.4164
H 2.0018 5.8903 -2.4821
H 0.9892 6.9293 -1.5254
H 0.2424 4.1104 -2.4856
H -0.4660 5.6307 -2.9688
H -0.7184 5.0372 -1.3330
Se -2.3350 -3.8669 -1.6666
N -2.2461 -2.1188 -1.1514
C -3.2177 -1.4737 -1.7854
C -3.5489 -0.0920 -1.6167
C -4.5821 0.4122 -2.3329
C -5.3488 -0.3844 -3.2599
C -5.0744 -1.6906 -3.4536
C -3.9941 -2.2801 -2.7089
N -3.6545 -3.5435 -2.8037
H -2.9862 0.5325 -0.9344
H -4.8536 1.4530 -2.2165
H -6.1595 0.0913 -3.7931
H -5.6409 -2.3133 -4.1298
*
```



No. 2
A cluster of 9 separate species, C32H54O27 in total, computed with ωB97M-V/def2-TZVPD.

Structure (ORCA input):
```
! wB97M-V def2-TZVPD RIJCOSX def2/J DEFGRID3
* xyz 0 1
C -0.4000 -4.5395 -2.0445
C -1.6884 -5.2023 -2.2570
C -2.2430 -5.8400 -1.0594
O -3.5621 -5.3940 -1.0272
C -3.7549 -4.4328 -1.9320
O -4.7319 -3.6723 -1.9238
O -2.6467 -4.1774 -2.4268
H -0.3988 -3.8353 -1.2512
H -0.0982 -3.8304 -2.8164
H 0.4009 -5.2759 -1.8987
H -1.8042 -5.7289 -3.1052
H -1.6849 -5.6702 -0.1567
H -2.3294 -6.9104 -1.2323
C -1.5959 3.2378 -0.9749
C -2.6417 4.2200 -1.3978
C -3.3081 4.9012 -0.1936
O -3.3833 6.2357 -0.7225
C -2.4590 6.4509 -1.6226
O -2.2989 7.5310 -2.1363
O -1.9670 5.2807 -2.0686
H -1.1399 2.8371 -1.8362
H -2.0874 2.4484 -0.3390
H -0.8708 3.5917 -0.2980
H -3.4433 3.8370 -2.0730
H -2.6429 5.1044 0.6391
H -4.1907 4.4316 0.0993
C 0.5162 1.5368 1.5174
C 0.6568 2.7049 2.4245
C 1.8708 3.6185 2.3644
O 1.3603 4.9910 2.1525
C 0.0519 4.8709 1.9364
O -0.6805 5.8169 1.6313
O -0.4261 3.6350 2.3007
H -0.5004 1.1433 1.4527
H 1.1331 0.7160 1.8350
H 0.9070 1.7281 0.5610
H 0.5891 2.2354 3.4202
H 2.5726 3.1356 1.6802
H 2.5472 3.5319 3.1970
C -3.2183 -2.6184 0.7854
C -4.1292 -1.3408 0.5518
C -4.9669 -1.1580 1.7508
O -4.1160 -0.4022 2.5885
C -3.3688 0.2257 1.7744
O -2.6802 1.1864 2.1487
O -3.2980 -0.2840 0.6079
H -3.6523 -3.6384 0.8282
H -2.5840 -2.5696 1.6455
H -2.4569 -2.7026 -0.0165
H -4.5651 -1.4804 -0.4761
H -5.2721 -2.0538 2.1767
H -5.8671 -0.5943 1.5203
C 6.8354 1.2035 2.1131
C 5.5342 1.0054 1.3025
C 5.0103 -0.4142 1.2700
O 4.3293 -0.4924 2.4980
C 3.9797 0.7479 2.8078
O 3.1686 0.9980 3.6757
O 4.5741 1.6836 1.9834
H 6.6292 1.0368 3.1680
H 7.1880 2.2634 2.1176
H 7.5343 0.5316 1.7331
H 5.5693 1.5237 0.3469
H 5.7336 -1.2524 1.2288
H 4.1183 -0.3598 0.7070
C 2.7791 0.1473 -5.4782
O 1.5695 -0.5206 -5.9436
C 0.7653 -1.0127 -5.1064
O 1.2065 -1.4817 -3.8190
O -0.5116 -1.2119 -5.4819
C -1.3942 -1.7351 -4.5374
H 3.3290 0.4239 -6.3642
H 3.5024 -0.4512 -4.8519
H 2.4547 0.9525 -4.9232
H -2.2236 -1.9588 -5.1418
H -1.6218 -1.1505 -3.6743
H -0.9621 -2.7047 -4.2443
C 0.7831 -1.6045 3.7959
O 0.0332 -2.7905 3.4178
C -1.2668 -2.7892 3.8453
O -1.8921 -1.8470 4.6645
O -1.9503 -3.8780 3.4478
C -3.2780 -4.0862 3.7859
H 0.7548 -1.7115 4.8189
H 0.3738 -0.6528 3.5743
H 1.7729 -1.6535 3.4219
H -3.8161 -4.4693 2.8920
H -3.7916 -3.1667 3.9372
H -3.3658 -4.7955 4.5657
C 2.3797 -3.6572 1.1489
O 1.0675 -3.3535 0.7220
C 0.8762 -2.1130 0.1933
O 1.8865 -1.1750 0.1034
O -0.4657 -1.7957 -0.1183
C -0.7877 -0.7222 -0.9416
H 2.5465 -4.7357 1.3567
H 2.6521 -3.1067 2.0103
H 3.0751 -3.4003 0.3099
H -1.0401 0.1860 -0.3688
H -1.6037 -0.8785 -1.5349
H 0.1473 -0.5380 -1.5990
C 2.6733 1.3817 -1.9769
O 1.8361 2.4554 -2.3196
C 2.0630 3.6731 -1.7904
O 3.1163 3.9657 -0.9834
O 1.0704 4.5270 -2.0434
C 0.8227 5.6996 -1.2139
H 3.4626 1.5080 -2.6022
H 2.3064 0.2915 -2.2320
H 2.9446 1.4882 -0.9662
H -0.1725 5.6091 -0.7377
H 0.7320 6.5859 -1.8496
H 1.5042 5.9456 -0.4229
*
```

Properties
- SMILES: C[C@H]1COC(=O)O1.C[C@H]1COC(=O)O1.C[C@H]1COC(=O)O1.C[C@H]1COC(=O)O1.C[C@H]1COC(=O)O1.COC(=O)OC.COC(=O)OC.COC(=O)OC.COC(=O)OC



ΔE to the lowest compared entry with this formula, charge and spin across the listed records, respectively: 81.8 868.4 kJ/mol.
Maximum force across the listed records, respectively: 0.0118 0.1910 Eh/bohr.